189
Properties=species:S:1:pos:R:3:forces:R:3:mulliken_charge:R:1 method="wB97M-V/def2-TZVPD" spin_multiplicity=1 total_charge=0 homo_lumo_gap_ev=9.70 smiles="CCOP(=O)(OCC)OCC.COP(=O)(OC)OC.COP(=O)(OC)OC.COP(=O)(OC)OC.COP(=O)(OC)OC.COP(=O)(OC)OC.COP(=O)(OC)OC.COP(=O)(OC)OC.c1ccncc1.c1ccncc1.c1ccncc1.c1ccncc1"
C 5.73639 -1.97616 -1.01582 0.89 -0.49 -0.42 -1.079
C 5.81990 -3.08241 0.05956 0.69 1.20 -2.07 -0.393
O 4.48169 -3.41047 0.35834 -1.13 -2.15 1.39 0.124
P 3.89657 -4.91612 0.14267 1.09 -0.85 -0.15 0.668
O 3.58464 -5.24330 -1.28199 0.02 0.62 2.12 -0.802
O 5.01644 -5.93544 0.83384 -0.97 4.32 -0.08 -0.291
C 4.85363 -7.29277 0.88107 1.29 -2.40 -0.12 -0.318
C 5.26571 -7.79022 -0.48866 -0.52 -0.76 -0.20 -1.069
O 2.70862 -5.05956 1.18078 -0.42 1.02 -2.27 -0.100
C 2.80638 -4.90723 2.58672 0.58 -0.05 0.38 -0.115
C 1.44797 -4.59027 3.14365 -0.14 -0.41 0.08 -0.845
H 5.09574 -1.12182 -0.79724 -0.09 -0.25 0.43 0.243
H 6.73795 -1.58727 -1.19948 0.14 0.11 0.10 0.542
H 5.43181 -2.39957 -1.97293 -0.27 -0.09 0.04 0.225
H 6.33445 -3.95729 -0.33783 0.07 0.02 -0.11 0.356
H 6.45909 -2.69274 0.85184 -0.80 -0.26 0.81 0.289
H 5.55112 -7.68252 1.62250 0.31 0.24 0.17 0.313
H 3.90839 -7.66678 1.27444 -0.61 0.38 -0.56 0.286
H 5.27940 -8.87608 -0.58264 -0.41 -0.08 0.04 0.403
H 4.55068 -7.32742 -1.16884 0.30 -0.37 -0.45 0.275
H 6.28403 -7.49466 -0.74118 -0.09 0.40 0.18 0.261
H 3.20184 -5.88967 2.84465 -0.01 0.24 1.05 0.356
H 3.48104 -4.09554 2.85894 0.42 -0.20 -0.15 0.245
H 1.16807 -3.54689 2.99835 0.06 -0.11 -0.33 -0.167
H 0.75348 -5.27191 2.65257 -0.38 0.22 0.20 0.361
H 1.42219 -4.74986 4.22159 0.06 -0.20 0.01 0.485
C 1.79845 1.80437 -4.03801 -0.88 0.60 0.08 -0.317
O 3.04772 1.30485 -4.54098 0.22 -2.07 -1.17 -0.304
P 3.07448 0.35409 -5.89967 0.88 1.40 1.04 0.476
O 2.52603 1.06563 -7.05546 0.49 -0.47 -0.08 -0.734
O 4.62984 -0.16486 -6.02944 -1.35 0.54 0.76 -0.364
C 5.35171 -0.52063 -4.82821 0.21 1.03 0.76 -0.529
O 2.29324 -0.98072 -5.55742 0.94 0.77 2.40 0.339
C 2.01557 -1.88712 -6.56038 -0.57 -0.46 -2.09 -0.833
H 0.95827 1.62792 -4.70962 0.15 -0.13 -0.29 0.295
H 1.84187 2.88245 -3.88322 0.43 0.08 -0.36 0.319
H 1.50181 1.42694 -3.05941 0.57 -0.66 0.04 0.032
H 4.85302 -1.17591 -4.11407 -0.41 -0.54 -0.65 0.077
H 5.49599 0.37311 -4.22116 0.09 0.30 -0.20 0.321
H 6.35205 -0.88552 -5.06120 -0.36 -0.20 -0.46 0.377
H 1.02814 -1.56973 -6.89557 -0.19 -0.93 -0.39 0.233
H 2.12331 -2.93946 -6.29756 -0.50 0.22 0.84 0.172
H 2.68879 -1.82165 -7.41512 0.17 0.51 -0.10 0.490
C 2.20515 -1.90123 -1.75307 0.40 0.08 -0.88 0.097
O 1.36268 -1.75390 -0.61427 -0.65 1.89 1.47 0.373
P 1.11962 -0.33486 0.18979 1.67 0.34 -0.78 0.170
O 1.56690 0.92045 -0.52759 -0.64 -2.40 1.29 -0.891
O -0.44847 -0.35286 0.51002 0.98 -0.34 -0.07 -0.154
C -1.36758 -0.46091 -0.58681 -1.02 0.59 -0.49 0.688
O 1.87694 -0.63943 1.64742 -1.83 -0.20 -3.84 0.598
C 1.79398 0.32530 2.64749 0.11 0.70 2.26 -0.580
H 3.07105 -2.50723 -1.48648 -0.20 0.06 -0.04 -0.717
H 2.52906 -0.96649 -2.21071 0.07 0.39 0.54 0.418
H 1.64516 -2.36816 -2.56331 -0.19 -0.34 0.28 -0.248
H -0.94346 -0.69702 -1.56276 0.46 -0.46 0.29 -0.471
H -1.87976 0.47932 -0.79109 0.32 0.37 0.41 -0.243
H -2.16533 -1.15249 -0.31584 0.36 -0.39 0.05 -0.272
H 1.33974 -0.16517 3.50842 0.26 -0.01 0.20 0.206
H 1.18475 1.22525 2.56362 -0.19 -0.05 -1.12 0.122
H 2.79864 0.66990 2.89245 -0.04 -0.04 0.00 0.379
C -0.18012 3.55331 -1.00768 -0.07 -0.59 0.92 0.185
O -0.33570 4.96795 -0.90946 1.46 2.09 -1.76 -0.289
P 0.64547 5.84227 -1.90755 -1.66 -0.35 0.47 0.748
O 0.78110 5.25083 -3.25866 -0.15 0.65 0.89 -0.641
O -0.00807 7.35155 -1.83717 0.62 -2.03 0.46 -0.412
C -1.36697 7.57151 -2.31027 0.89 0.52 -0.11 -0.530
O 2.01227 5.94252 -1.07552 -1.37 -0.16 -0.06 0.016
C 2.87139 7.00445 -1.39176 1.31 1.20 -0.45 -0.906
H 0.13653 3.18731 -1.98435 -0.25 0.24 -0.03 -0.037
H -1.15883 3.16979 -0.71933 0.14 -0.37 -0.22 0.052
H 0.56518 3.26398 -0.26678 -0.03 -0.29 -0.08 0.145
H -1.84344 6.64277 -2.62414 0.01 0.18 -0.06 0.201
H -1.22678 8.29758 -3.11107 -0.42 -0.34 -0.32 0.277
H -1.93918 8.08348 -1.53659 0.10 -0.37 0.21 0.237
H 2.30454 7.91042 -1.60626 0.10 0.03 0.04 0.388
H 3.53363 6.78882 -2.23023 -0.35 -0.28 -0.34 0.292
H 3.57682 7.21146 -0.58701 -0.43 -0.21 0.43 0.257
C 2.56541 2.20010 5.30178 -0.64 -0.59 -0.33 -0.099
O 2.67382 3.12261 4.19461 0.35 1.89 0.56 0.228
P 2.86094 4.70653 4.44105 0.02 0.62 0.27 0.568
O 3.44505 5.13483 5.74485 -0.39 -0.68 -1.82 -0.803
O 1.36956 5.32510 4.22409 0.97 -1.83 0.18 -0.070
C 0.93300 6.64293 4.45821 -0.02 0.23 0.10 -0.838
O 3.65082 5.13533 3.07476 -1.26 -0.28 1.43 -0.431
C 2.84569 5.47244 1.93376 -0.50 -0.31 -0.58 -0.549
H 2.21745 2.61797 6.24646 0.11 0.39 -0.29 0.399
H 3.49825 1.66118 5.46754 0.10 0.22 -0.23 0.126
H 1.79816 1.52578 4.92137 0.15 -0.30 0.56 -0.246
H 1.69821 7.27560 4.90795 0.13 -0.01 -0.17 0.383
H 0.09062 6.60777 5.14905 -0.06 0.00 -0.06 0.238
H 0.59194 7.01637 3.49265 0.04 0.36 0.12 0.256
H 2.87276 6.55027 1.77357 0.44 -0.11 -0.29 0.244
H 1.78528 5.23076 2.00601 0.02 -0.11 0.62 0.184
H 3.13630 4.85285 1.08538 0.64 0.48 -0.05 0.351
C -2.10098 3.80837 -5.25012 0.98 1.25 0.58 -0.517
O -2.81331 2.60217 -5.42994 -1.00 -0.93 0.67 -0.318
P -3.24912 1.75770 -4.13265 -0.11 -1.16 -0.94 -0.620
O -2.13298 1.49073 -3.19239 -1.47 0.58 -0.20 1.160
O -4.61632 2.40066 -3.48805 1.47 -0.30 -0.97 0.335
C -5.69202 2.70451 -4.40211 -0.65 -0.29 -0.19 -1.074
O -3.81971 0.42521 -4.87974 1.88 3.16 -0.55 -0.387
C -4.38393 -0.59168 -4.14408 -1.40 -0.89 1.00 -0.534
H -1.64530 3.87771 -4.26237 -0.09 -0.12 0.19 -0.005
H -2.72415 4.69149 -5.39105 -0.35 -0.21 -0.04 0.286
H -1.25542 3.91854 -5.92909 -0.23 -0.55 -0.31 0.309
H -5.78916 3.78073 -4.54499 0.20 -0.08 0.06 0.305
H -6.62772 2.30540 -4.01061 0.10 0.18 0.56 0.323
H -5.63252 2.19817 -5.36553 0.66 0.12 -0.06 0.421
H -4.00320 -0.70443 -3.12898 0.76 -0.25 -0.16 -0.116
H -4.26647 -1.49082 -4.74894 -0.22 -0.11 0.53 0.386
H -5.42268 -0.32804 -3.94507 -0.45 -0.38 -0.36 0.282
C -0.16996 -4.41695 -1.81445 -0.27 0.30 2.47 0.084
O -0.74838 -4.83143 -3.01608 -0.30 0.53 -2.39 -0.435
P -1.50810 -3.78403 -3.97940 1.07 0.35 -1.02 0.148
O -2.75157 -3.19151 -3.42438 0.87 -1.05 -0.88 -0.308
O -0.35757 -2.62381 -4.24904 -1.65 -0.40 0.56 0.460
C -0.86793 -1.25691 -4.45239 0.50 0.00 -0.57 0.202
O -1.61948 -4.60417 -5.43899 -0.15 1.22 3.02 -0.404
C -0.42889 -5.00648 -6.14360 -0.27 -0.15 0.15 -0.560
H -0.62194 -5.04253 -1.04473 0.11 -0.14 0.07 0.414
H -0.41295 -3.40194 -1.50012 -0.20 0.23 -0.45 -0.412
H 0.90726 -4.50879 -1.67571 0.12 -0.33 -0.97 0.322
H -0.14472 -0.52134 -4.10025 0.22 -0.43 0.30 -0.011
H -1.82676 -1.03278 -3.98496 0.20 -0.55 0.06 -0.603
H -0.93104 -1.09548 -5.52852 -0.26 -0.05 -0.05 0.399
H -0.41595 -4.38192 -7.03683 0.47 -0.18 0.02 0.244
H -0.52822 -6.06278 -6.39353 -0.24 0.10 -0.18 0.303
H 0.47744 -4.94829 -5.54088 -0.05 0.46 -0.01 0.216
C -0.67291 4.04296 6.67075 -0.28 0.39 0.80 -0.679
O -0.30205 2.69777 6.36117 -1.57 -1.74 -1.37 -0.385
P -1.18454 1.70080 5.39871 -0.66 1.67 0.67 1.378
O -0.52588 0.43856 5.03641 -0.15 0.35 0.32 -0.647
O -2.62407 1.57742 6.15843 0.92 -0.06 -0.57 -0.498
C -3.64010 0.66858 5.65235 0.40 -0.92 0.44 -0.159
O -1.52882 2.66092 4.15758 0.54 0.14 1.57 -0.516
C -1.75149 2.19022 2.86446 -0.71 -0.49 -1.25 -0.019
H -1.62498 4.39413 6.27284 0.17 -0.30 -0.71 0.297
H 0.15828 4.69292 6.39733 -0.17 -0.08 -0.13 0.100
H -0.84250 4.11416 7.74512 0.35 -0.18 0.15 0.354
H -3.56292 0.43357 4.59079 -0.04 0.57 -0.14 -0.216
H -4.63809 0.98642 5.95417 0.27 0.61 -0.27 0.330
H -3.52487 -0.30839 6.12178 0.32 0.01 0.22 0.303
H -2.68242 2.59996 2.47254 -0.06 0.25 0.20 0.526
H -1.89510 1.10982 2.85054 0.39 -0.12 -0.14 -0.128
H -0.96522 2.50877 2.18006 0.24 -0.19 0.15 0.081
C -6.66744 -1.57511 0.15173 1.11 -0.97 -1.99 -0.452
C -5.73508 -2.00662 -0.83303 -0.91 0.08 1.08 0.464
C -5.89670 -3.28374 -1.38288 1.40 1.12 0.25 -0.859
N -6.82762 -4.11846 -1.02539 -1.33 -1.26 0.89 -0.564
C -7.69466 -3.76584 -0.06506 0.13 1.35 -1.29 -0.434
C -7.67809 -2.46693 0.46426 -0.10 -0.26 0.87 -0.509
H -6.57694 -0.59222 0.59007 -0.16 -0.04 0.10 0.538
H -4.87286 -1.40383 -1.07720 -0.01 0.06 -0.19 0.080
H -5.15476 -3.69814 -2.04936 0.14 0.28 -0.43 0.823
H -8.49913 -4.47035 0.08622 -0.01 -0.02 0.51 0.434
H -8.37744 -2.13108 1.21560 -0.36 -0.32 0.03 0.415
C -2.30935 -3.75796 1.18730 -0.32 0.44 0.46 -0.194
C -3.71200 -3.75900 1.29502 1.29 0.18 1.16 -0.816
C -4.29731 -2.88526 2.19876 0.97 1.11 -0.23 -0.925
N -3.58873 -1.97141 2.93018 0.75 -0.70 -0.52 -0.405
C -2.23271 -1.96356 2.79368 -0.16 -1.84 -1.16 -0.488
C -1.51150 -2.82870 1.91191 -2.53 -0.46 0.05 0.128
H -1.99092 -4.57627 0.55851 0.95 0.29 -0.08 0.358
H -4.26215 -4.55410 0.81382 -0.26 0.24 -0.18 0.573
H -5.37639 -2.86289 2.23733 -0.09 0.17 0.51 0.574
H -1.58080 -1.39347 3.43899 -0.55 0.76 0.30 0.751
H -0.43336 -2.77924 1.87213 -0.09 -0.09 -0.15 0.463
C 3.44136 -1.18502 6.65172 0.17 -0.09 0.99 -0.542
C 3.22455 -1.35342 5.29504 0.80 -0.26 0.14 -0.034
C 4.29555 -1.03224 4.44125 0.82 2.06 2.05 -0.690
N 5.44259 -0.41076 4.93663 -0.52 -1.09 -0.21 -0.581
C 5.62524 -0.29903 6.27036 -1.40 -1.14 -0.83 -0.366
C 4.63247 -0.70963 7.14248 0.42 0.34 -0.09 -0.218
H 2.76757 -1.44789 7.45378 -0.76 -0.21 -0.50 0.383
H 2.26921 -1.78298 5.03197 0.07 0.05 -0.66 0.378
H 4.21879 -1.03182 3.36399 0.06 -0.34 -0.06 0.933
H 6.53783 -0.01718 6.77446 0.52 0.58 -0.94 0.353
H 4.82203 -0.64132 8.20352 -0.16 -0.01 0.13 0.396
C -4.57633 1.47304 -0.47392 0.29 -1.14 -0.06 0.919
C -4.43970 0.83967 0.76333 0.49 0.07 0.97 0.245
C -5.09712 1.32629 1.87483 -2.33 1.30 -0.76 -0.490
N -5.99952 2.35980 1.79215 1.14 0.24 -1.09 -0.637
C -6.07960 2.97841 0.59446 0.36 -1.24 0.08 -0.570
C -5.41521 2.53156 -0.58159 -1.09 1.48 1.47 -0.601
H -4.11941 1.10737 -1.38162 0.37 -0.18 0.14 0.127
H -3.82416 -0.01342 1.00776 0.28 -0.21 -0.68 -0.020
H -5.13883 0.84510 2.84080 0.57 -0.26 0.00 0.241
H -6.74521 3.82455 0.50838 -0.17 0.09 0.23 0.384
H -5.58221 3.06967 -1.50298 0.11 -0.13 0.00 0.321